Record 1
{
  "formula": "C15H32F6FeN10O6PS3",
  "method": "the ωB97M-V functional and the def2-TZVPD basis",
  "e_tot_ev": -135743.256,
  "multiplicity": 1,
  "largest_force_ev_per_a": 0.58,
  "orbital_gap_ev": [8.7, 8.7],
  "charge": 1,
  "elements": ["Fe", "N", "C", "C", "C", "N", "H", "H", "H", "H", "H", "H", "H", "H", "H", "H", "N", "N", "C", "O", "O", "H", "H", "H", "S", "C", "N", "C", "C", "N", "H", "H", "H", "H", "H", "H", "F", "C", "F", "F", "S", "O", "O", "N", "S", "O", "O", "C", "F", "F", "F", "C", "N", "C", "N", "C", "N", "C", "P", "C", "C", "H", "H", "H", "H", "H", "H", "H", "H", "H", "H", "H", "H", "H"],
  "xyz": [[-0.381944, 1.560788, -0.105825], [1.410177, 2.021661, -1.019651], [1.560072, 2.315695, -2.465825], [0.251651, 2.758318, -3.108510], [-0.601533, 3.670563, -2.235497], [-1.402138, 2.846499, -1.306123], [1.701358, 2.839763, -0.491004], [2.063675, 1.295780, -0.742165], [1.901459, 1.409319, -2.960187], [2.328893, 3.079114, -2.604289], [-0.341707, 1.873412, -3.358305], [0.480824, 3.261048, -4.049161], [-1.258196, 4.278073, -2.861187], [0.009710, 4.356880, -1.645157], [-1.971569, 2.209360, -1.859873], [-2.027807, 3.440648, -0.770502], [-2.048700, 1.010564, 0.951212], [-2.512457, -0.195026, 0.393008], [-2.074828, -0.546422, -0.878557], [-2.605880, -1.504611, -1.434016], [-1.098953, 0.156820, -1.343229], [-1.733097, 0.814281, 1.896473], [-2.787656, 1.707679, 0.991038], [-3.388428, -0.578432, 0.710176], [0.062927, 3.611264, 1.227918], [-0.538954, 3.849782, 2.796102], [-0.700326, 5.066309, 3.320567], [-1.127687, 5.036817, 4.716674], [-1.273157, 3.523385, 4.976598], [-0.921511, 2.929709, 3.680885], [-0.471790, 5.896402, 2.803284], [-2.069192, 5.568003, 4.846690], [-0.376307, 5.495054, 5.358327], [-2.287540, 3.247536, 5.256001], [-0.599361, 3.169662, 5.751744], [-0.592669, 1.972402, 3.606434], [3.356072, -0.464525, 3.343821], [2.467604, 0.359386, 2.825748], [3.061384, 1.093746, 1.875598], [2.016906, 1.182031, 3.767662], [1.050034, -0.592064, 2.054399], [0.773035, 0.161851, 0.841411], [1.529066, -1.921866, 1.869769], [-0.184731, -0.401669, 3.002209], [-0.344605, -1.259328, 4.361036], [0.910301, -1.599577, 4.948045], [-1.371545, -0.604939, 5.113067], [-1.115696, -2.854660, 3.788387], [-1.894361, -3.318672, 4.756496], [-0.185433, -3.749284, 3.503938], [-1.860067, -2.637273, 2.700455], [0.521631, -4.198122, -4.285960], [1.836228, -3.970762, -3.521075], [1.618683, -4.463204, -2.079500], [0.516077, -3.811376, -1.487555], [-0.704318, -4.029862, -2.266037], [-0.557720, -3.554020, -3.643187], [-0.484234, -2.088044, -3.713071], [0.956489, -1.373615, -2.782017], [2.232313, -2.521313, -3.546652], [0.763795, -2.387866, -1.229489], [0.377407, -5.279462, -4.306409], [0.677011, -3.818870, -5.295853], [2.569667, -4.532202, -3.953472], [2.542978, -4.267649, -1.536280], [1.446352, -5.537573, -2.159041], [-1.528015, -3.494562, -1.798996], [-0.920146, -5.100115, -2.285719], [-1.393294, -1.674106, -3.278022], [-0.426576, -1.783542, -4.761018], [3.181502, -2.433190, -3.015786], [2.401010, -2.248990, -4.589754], [-0.065971, -1.987745, -0.656069], [1.653776, -2.285054, -0.605143]],
  "forces_ev_per_a": [[-0.44, 0.38, 0.03], [-0.06, 0.14, -0.06], [-0.02, -0.02, 0.00], [-0.01, -0.03, -0.02], [-0.01, -0.03, -0.06], [-0.07, -0.08, 0.08], [0.13, -0.03, -0.03], [-0.07, -0.09, -0.02], [0.04, 0.01, 0.00], [-0.02, 0.02, 0.01], [0.00, 0.01, 0.00], [0.01, 0.01, 0.01], [-0.01, 0.00, 0.00], [0.00, -0.01, 0.00], [-0.05, 0.03, 0.02], [0.04, 0.05, -0.01], [0.09, -0.09, -0.07], [-0.06, 0.09, -0.08], [0.03, -0.06, -0.04], [0.01, 0.03, 0.02], [0.34, 0.08, 0.05], [0.06, -0.06, 0.19], [-0.01, -0.01, -0.01], [0.03, -0.02, 0.03], [0.03, -0.15, 0.02], [0.10, 0.10, -0.16], [0.00, -0.02, -0.01], [0.02, 0.03, 0.00], [-0.07, -0.09, 0.00], [0.13, -0.40, 0.09], [-0.01, 0.00, 0.00], [0.00, -0.01, -0.01], [-0.01, 0.01, 0.01], [-0.01, 0.00, 0.00], [0.07, -0.02, 0.04], [-0.12, 0.03, -0.03], [-0.02, 0.02, 0.03], [0.01, -0.08, -0.12], [0.04, -0.02, 0.01], [-0.03, 0.11, 0.05], [-0.34, 0.04, 0.28], [0.09, -0.03, -0.02], [0.15, -0.11, -0.06], [0.10, 0.17, -0.16], [-0.20, 0.31, -0.06], [0.07, -0.04, 0.07], [0.07, -0.02, -0.01], [-0.01, 0.14, 0.01], [0.01, -0.06, 0.01], [0.03, -0.07, -0.05], [-0.03, -0.04, 0.02], [0.02, -0.01, 0.00], [0.00, 0.01, -0.01], [0.00, 0.00, 0.02], [-0.03, 0.01, 0.00], [0.02, 0.00, 0.01], [-0.02, 0.02, 0.00], [0.02, 0.01, -0.02], [0.09, -0.15, 0.10], [-0.02, -0.01, -0.01], [0.01, -0.01, -0.06], [0.00, 0.00, 0.00], [0.00, 0.00, 0.00], [0.00, 0.00, 0.00], [0.00, 0.00, 0.00], [0.00, 0.00, 0.00], [0.00, 0.00, 0.01], [0.00, 0.00, 0.00], [-0.01, 0.00, 0.01], [-0.01, 0.01, 0.00], [-0.01, 0.00, 0.01], [0.00, 0.00, 0.00], [-0.01, 0.00, 0.00], [-0.02, -0.01, -0.03]]
}


Record 2
{
  "formula": "C18H27NOS",
  "method": "the ωB97M-V functional and the def2-TZVPD basis",
  "e_tot_ev": -33476.791,
  "multiplicity": 1,
  "smiles": "c1cc2c(c(OCCCNC3CCCCC3)c1)SCCC2",
  "largest_force_ev_per_a": 2.03,
  "orbital_gap_ev": 8.5,
  "elements": ["O", "S", "C", "C", "C", "C", "C", "C", "N", "C", "C", "C", "C", "C", "C", "C", "C", "C", "C", "C", "C", "H", "H", "H", "H", "H", "H", "H", "H", "H", "H", "H", "H", "H", "H", "H", "H", "H", "H", "H", "H", "H", "H", "H", "H", "H", "H", "H"],
  "xyz": [[1.776762, -0.925950, -1.859439], [1.091033, 1.809421, -1.157130], [-1.385288, -1.143851, -3.727001], [-0.164557, -1.485652, -3.189510], [-1.938485, 0.121773, -3.386182], [0.569062, -0.592984, -2.418011], [0.062614, 0.683250, -2.121990], [-1.236069, 1.028652, -2.591873], [0.198524, -2.255339, 1.934608], [2.029345, -2.226365, -1.342727], [-0.020134, 3.179540, -0.842811], [-1.893492, 2.333349, -2.225865], [1.129137, -1.728207, 0.932084], [-0.921191, 3.484997, -2.056842], [1.063616, -2.679596, -0.248345], [-2.890281, -1.690345, 4.024083], [-2.563051, -0.993482, 2.715007], [-1.939340, -2.867334, 4.230850], [-1.167338, -0.371993, 2.776904], [-0.446094, -2.362890, 4.270260], [-0.072179, -1.421081, 3.087490], [-1.935469, -1.833810, -4.361619], [0.149496, -2.489499, -3.451820], [-2.936621, 0.362649, -3.779454], [-0.693747, -2.510893, 1.478431], [3.058195, -2.228098, -1.010585], [2.035965, -2.963665, -2.144181], [-0.655062, 2.908530, 0.015660], [0.547214, 4.062803, -0.591430], [-2.644630, 2.598120, -2.980508], [-2.477787, 2.138875, -1.279331], [2.131796, -1.713092, 1.362250], [0.831017, -0.726103, 0.721142], [-1.499348, 4.395679, -1.892665], [-0.390892, 3.597049, -2.964240], [1.295813, -3.691734, 0.110340], [0.036500, -2.693761, -0.689747], [-3.915969, -2.043126, 3.968217], [-2.783262, -1.024882, 4.885894], [-2.631254, -1.724475, 1.888824], [-3.285649, -0.201437, 2.547929], [-2.215246, -3.327181, 5.211338], [-2.045218, -3.613075, 3.436478], [-0.922948, 0.114427, 1.803601], [-1.232009, 0.437387, 3.486320], [-0.335390, -1.770521, 5.168779], [0.308409, -3.219135, 4.348956], [0.872604, -0.908436, 3.363153]],
  "forces_ev_per_a": [[0.20, 0.63, 0.09], [0.29, -0.83, -0.36], [-0.77, 1.75, 0.71], [-0.20, -0.55, -0.64], [0.21, -1.07, -0.58], [-0.01, -0.28, 0.73], [-0.66, 0.41, -0.10], [0.51, -0.51, -0.23], [-0.36, -0.75, -0.41], [-0.40, -0.99, -0.51], [-1.15, 0.06, -0.53], [-0.88, -0.30, 0.49], [-1.03, -1.09, 0.93], [-0.88, -0.56, 1.59], [-0.04, 0.91, -0.63], [0.32, -0.55, -0.43], [0.32, 0.09, 0.07], [0.85, 0.13, 0.79], [0.11, -0.14, -0.90], [-0.14, -0.49, -0.02], [0.03, -0.31, 0.50], [0.12, 0.12, 0.16], [0.62, 0.12, 0.37], [0.50, 0.11, 0.30], [0.78, 0.21, 0.30], [0.21, 0.40, 0.36], [-0.22, -0.07, -0.34], [0.16, 0.30, -0.24], [0.52, 0.00, 0.18], [0.14, -0.20, 0.05], [0.54, 0.44, -0.72], [0.09, -0.01, -0.02], [0.14, 0.99, -0.83], [0.12, 0.09, 0.15], [0.94, 0.22, -0.88], [0.05, 0.22, -0.26], [0.60, -0.03, 0.44], [-0.22, -0.07, 0.27], [-0.14, 0.19, -0.13], [-0.13, 0.28, 0.21], [-0.19, 0.09, -0.33], [0.46, -0.02, -0.77], [-0.14, 0.01, 0.09], [-0.07, -0.31, 0.50], [0.32, 0.26, 0.58], [-0.01, 0.15, 0.52], [-1.10, 1.14, -0.31], [-0.41, -0.21, -0.20]]
}